C2H5N2O2 | ωB97M-V with the def2-TZVPD basis set

The charge is -1. The value obtained for the highest occupied orbital energy (spin up / spin down) is -2.868 / -2.868 eV. The multiplicity is 1. The value obtained for the energy above the lowest of the compared OMol25 structures with the same formula, charge and spin is 141.9 kcal/mol.

Atoms and positions in Å:
C1 2.3939 0.3299 0.0785
C2 1.0696 0.2259 -0.1211
N1 -0.1465 0.1716 0.0459
N2 -1.1198 1.0963 0.2727
O1 -2.3336 0.5871 -0.0571
O2 -1.7389 -1.9932 0.0555
H1 3.2244 -0.2517 -0.4780
H2 2.8410 0.7093 0.9437
H3 -1.1014 -1.8090 -0.5715
H4 -0.8412 1.9214 -0.2468
H5 -2.2476 -0.9877 0.0784

Forces on atoms 1 to 2 (eV/Å):
C 0.9 -2.0 -2.2
C -0.5 0.4 0.5

C2H5N2O5S2 | ωB97M-V with the def2-TZVPD basis set

The charge is -1. The value obtained for the highest occupied orbital energy is -5.999 eV. The multiplicity is 1. The value obtained for the energy above the lowest of the compared OMol25 structures with the same formula, charge and spin is 12.6 kcal/mol.

Atoms and positions in Å:
C1 -1.9928 1.4206 0.7244
C2 2.5075 -0.2040 -0.9015
N1 -2.9501 0.5249 0.3265
N2 -0.8061 0.9521 0.5971
O1 -2.2619 2.5699 1.1365
O2 2.2522 -2.4014 0.5330
O3 1.6245 -0.3350 1.5415
O4 -4.1691 -1.1177 -0.9539
O5 0.1516 -1.3554 -0.2426
S1 1.5103 -1.1836 0.3390
S2 -3.0020 -0.2476 -0.9797
H1 2.0327 0.7462 -0.5137
H2 3.6216 -0.3366 -0.7606
H3 2.0844 -0.4162 -1.9742
H4 -0.6883 -0.0015 0.3037
H5 0.0854 1.3856 0.8247

Forces on atoms 1 to 2 (eV/Å):
C -0.4 4.4 1.0
C -2.3 0.0 -0.4

C2H5N3 | ωB97M-V with the def2-TZVPD basis set

The value obtained for the highest occupied orbital energy (spin up / spin down) is -8.490 / -9.036 eV. The multiplicity is 1. The value obtained for the energy above the lowest of the compared OMol25 structures with the same formula, charge and spin is 108.1 kcal/mol.

Atoms and positions in Å:
C1 2.3452 0.3015 0.0769
C2 -0.8902 1.4102 0.1461
N1 3.0512 1.1724 -0.2124
N2 1.2619 -1.7790 0.1392
N3 1.3467 -0.4558 0.4942
H1 -0.0280 1.4880 -0.5432
H2 -1.8106 0.9914 -0.3056
H3 -0.9827 1.7629 1.2005
H4 0.5183 -2.4492 0.5894
H5 1.8264 -2.1212 -0.5837

Forces on atoms 1 to 2 (eV/Å):
C -0.7 -0.6 -0.2
C -0.8 -0.1 -0.3

C2H5N3O | ωB97M-V with the def2-TZVPD basis set

The value obtained for the highest occupied orbital energy is -9.583 eV. The multiplicity is 1. The value obtained for the energy above the lowest of the compared OMol25 structures with the same formula, charge and spin is 33.6 kcal/mol.

Atoms and positions in Å:
H1 -0.7876 -2.9965 -0.5904
N1 -1.1218 -2.0593 -0.3719
C1 -0.3535 -1.2089 -0.8737
O1 -0.6661 0.1654 -0.7631
C2 0.1260 0.6490 0.2262
N2 -0.0903 1.9664 0.5354
N3 0.9211 -0.1997 0.7412
H2 1.4139 0.0703 1.5733
H3 0.5586 -1.3669 -1.4529
H4 -0.6457 2.5518 -0.0696
H5 0.6453 2.4283 1.0455

Forces on atoms 1 to 2 (eV/Å):
H 0.0 0.1 0.0
N 0.1 0.3 -0.5

Q: Number 2 is which compound?
A: C2H5N2O5S2